Formula: C7H14O3
Source: the Open Molecules 2025 dataset
Level of theory: ωB97M-V with the def2-TZVPD basis set

Structure (XYZ):
```
24
Properties=species:S:1:pos:R:3:mulliken_charge:R:1
O -0.466 -0.637 -0.131 -0.151
O -0.885 1.584 1.561 -0.636
O -2.609 1.103 0.209 -0.476
C 1.018 -2.455 0.667 -1.458
C -0.752 2.115 -0.778 -0.190
C -1.340 1.488 0.432 0.796
C -1.077 -1.257 -1.235 -0.947
C 0.985 -1.038 0.113 0.665
C 0.281 2.937 -0.706 -0.778
C 1.595 -0.035 1.044 -1.253
H 0.839 0.190 1.845 0.301
H 2.051 -2.725 0.899 0.426
H -1.201 1.825 -1.716 0.293
H -2.053 -0.786 -1.369 0.280
H -1.231 -2.328 -1.058 0.307
H 2.557 -0.360 1.425 0.431
H 0.627 -3.178 -0.050 0.378
H 0.705 3.201 0.251 0.332
H 1.698 0.930 0.568 0.184
H -0.473 -1.120 -2.143 0.355
H 1.467 -0.998 -0.876 0.224
H 0.825 3.249 -1.583 0.266
H -2.990 0.800 1.048 0.341
H 0.430 -2.505 1.583 0.310
```

The calculation puts the energy at -13627.4992 eV. The calculation puts the LUMO energy at 0.87 eV. The value obtained for the gap between HOMO and LUMO is 10.653 eV. As for the charge: 0. As for the structure (SMILES): C=CC(=O)O.COC(C)C. The value obtained for the energy above the lowest of the compared OMol25 structures with the same formula, charge and spin is 162.4 kJ/mol.